{
  "formula": "C2H6O4PS",
  "method": "ωB97M-V/def2-TZVPD",
  "symbols": ["C", "C", "O", "O", "O", "O", "P", "S", "H", "H", "H", "H", "H", "H"],
  "positions_angstrom": [[0.234, 1.696, 0.892], [0.199, -1.171, -1.591], [1.777, -0.590, 1.010], [0.081, -0.231, 2.933], [-1.869, -1.906, -0.028], [-1.578, 0.935, -1.391], [0.533, 0.058, 1.574], [-0.899, -0.793, -0.169], [-0.370, 2.132, 1.695], [1.266, 2.249, 0.644], [-0.409, 1.446, -0.043], [0.399, -0.293, -2.142], [1.139, -1.530, -1.385], [-0.503, -2.003, -2.000]],
  "nbo_charge": [-1.1154, -0.7801, -1.1244, -1.0841, -0.9153, -0.8731, 2.1126, 1.2338, 0.2402, 0.2472, 0.3391, 0.2567, 0.2286, 0.2341],
  "e_above_lowest_kj_mol": 407.79,
  "orbital_gap_ev": [8.41, 8.66],
  "charge": -1,
  "e_lumo_ev": [3.22, 3.70]
}


{
  "formula": "C2H6O4S",
  "method": "ωB97M-V/def2-TZVPD",
  "symbols": ["C", "C", "O", "O", "O", "O", "S", "H", "H", "H", "H", "H", "H"],
  "positions_angstrom": [[1.181, -0.359, -1.393], [-0.341, -0.476, -1.555], [-1.878, 0.628, 2.069], [-0.079, -1.045, 2.069], [1.732, 0.915, -1.673], [-1.193, 0.383, -1.597], [-0.487, 0.140, 2.782], [1.501, -1.015, -2.168], [1.455, -0.612, -0.377], [-2.748, 0.294, 2.376], [-0.453, -1.606, -1.515], [1.075, 1.583, -1.332], [0.235, 1.170, 2.315]],
  "nbo_charge": [-0.1813, 0.4384, -0.9157, -0.9493, -0.7128, -0.5182, 1.3627, 0.1935, 0.2103, 0.5165, 0.0935, 0.4741, -0.0115],
  "e_above_lowest_kj_mol": 160.05,
  "orbital_gap_ev": 10.25,
  "e_lumo_ev": 0.41
}


{
  "formula": "C2H6OS",
  "method": "ωB97M-V/def2-TZVPD",
  "symbols": ["C", "C", "O", "H", "H", "H", "H", "S", "H", "H"],
  "positions_angstrom": [[1.651, -0.560, 2.715], [1.001, -1.164, 1.469], [1.103, -2.336, 1.224], [0.865, 0.082, 3.113], [2.082, -1.380, 3.282], [2.450, 0.156, 2.485], [0.073, -0.637, 1.125], [-3.296, 2.321, -4.898], [-2.073, 1.808, -4.527], [-3.857, 1.712, -5.987]],
  "nbo_charge": [-0.7226, 0.4295, -0.5122, 0.2279, 0.2423, 0.2324, 0.1027, -0.3393, 0.1703, 0.1689],
  "e_above_lowest_kj_mol": 79.74,
  "orbital_gap_ev": 10.59,
  "smiles": "CC=O.S",
  "e_lumo_ev": 0.78
}


{
  "formula": "C2H6OS",
  "method": "ωB97M-V/def2-TZVPD",
  "symbols": ["S", "H", "H", "C", "C", "O", "H", "H", "H", "H"],
  "positions_angstrom": [[4.125, -0.318, 0.256], [3.471, -0.849, -0.750], [4.696, 0.570, -0.607], [-0.731, -0.249, 0.133], [-2.063, 0.103, -0.080], [-3.035, -0.011, 0.858], [0.000, -0.225, -0.610], [-0.368, -0.479, 1.111], [-2.559, 0.646, -1.034], [-3.535, 0.812, 0.723]],
  "nbo_charge": [-0.2798, 0.1211, 0.1620, -0.0764, 0.2954, -0.4911, 0.2405, 0.2481, 0.2504, 0.5298],
  "e_above_lowest_kj_mol": 108.54,
  "multiplicity": 2,
  "orbital_gap_ev": [6.88, 3.11],
  "charge": 1,
  "e_lumo_ev": [-5.55, -9.32]
}


{
  "formula": "C2H6OS2",
  "method": "ωB97M-V/def2-TZVPD",
  "symbols": ["O", "C", "H", "H", "C", "S", "S", "H", "H", "H", "H"],
  "positions_angstrom": [[-0.814, -0.367, -2.718], [-1.470, -1.456, -2.792], [-1.117, -2.242, -3.478], [-2.476, -1.572, -2.337], [0.004, 1.676, -0.109], [-0.048, -0.060, 0.515], [1.165, 0.124, 2.162], [-0.374, 2.310, 0.689], [-0.687, 1.539, -0.937], [0.995, 1.998, -0.419], [0.896, -1.114, 2.605]],
  "nbo_charge": [-0.8075, -0.2147, 0.0597, 0.0578, -0.7349, 0.0619, -0.2313, 0.1956, 0.2774, 0.2063, 0.1298],
  "e_above_lowest_kj_mol": 94.88,
  "multiplicity": 2,
  "orbital_gap_ev": [2.55, 6.10],
  "charge": -1,
  "e_lumo_ev": [2.93, 2.92]
}


{
  "formula": "C2H6OS2",
  "method": "ωB97M-V/def2-TZVPD",
  "symbols": ["C", "O", "H", "H", "C", "S", "S", "H", "H", "H", "H"],
  "positions_angstrom": [[-1.833, -0.303, -2.540], [-1.868, 0.735, -3.132], [-1.079, -1.056, -2.838], [-2.400, -0.583, -1.634], [0.708, 1.013, -0.291], [-0.141, -0.032, 0.923], [1.502, -0.639, 2.045], [0.003, 1.798, -0.565], [0.937, 0.468, -1.209], [1.608, 1.446, 0.134], [1.779, -1.786, 1.390]],
  "nbo_charge": [0.2781, -0.4916, 0.0977, 0.1143, -0.7512, 0.0821, -0.1353, 0.2300, 0.2135, 0.2371, 0.1253],
  "e_above_lowest_kj_mol": 44.70,
  "orbital_gap_ev": 9.75,
  "smiles": "C=O.CSS",
  "e_lumo_ev": 0.39
}